(1)
DFT (wB97M-V/def2-TZVPD) results for a structure of composition C23H20I2N6O7S2Sc at a distorted geometry.

Computed properties:
Net charge ... -1
Energy relative to the best compared isomer or geometry (same formula, charge and spin) ... 1.3 kcal per mole
HOMO-LUMO gap ... 7.549 eV
HOMO level ... -5.4604 eV
LUMO ... 2.1 eV

```
61
Properties=species:S:1:pos:R:3:mulliken_charge:R:1
Sc 0.09341 -0.17535 -1.01745 0.5862
I 0.71431 6.03777 -5.00577 0.0114
C 1.02069 4.24720 -3.97099 -0.2171
C 1.04216 3.05327 -4.67194 -0.4620
C 1.25482 1.86494 -3.98699 -0.2818
I 1.01588 0.01421 -4.90113 0.0278
C 1.47676 1.86492 -2.60604 0.4537
O 1.66943 0.78204 -1.91085 -0.6515
C 1.37188 3.08858 -1.90375 0.8004
C 1.36435 2.95430 -0.40337 -1.3306
N 0.25864 2.10085 0.06769 0.4571
C -1.02880 2.77224 0.11598 -1.4417
C -1.87711 2.52583 -1.10648 0.8330
C -3.08859 3.19267 -1.26237 -1.0899
C -3.84613 2.94734 -2.38774 -0.4049
C -3.37955 2.03915 -3.32712 -0.9784
C -2.18083 1.40366 -3.08158 -0.3085
N -1.43496 1.65500 -2.00158 1.1156
C 1.15595 4.26733 -2.58397 -0.5078
H 0.86896 3.04641 -5.73941 0.3644
H 1.29915 3.95222 0.05156 0.3443
H 2.29118 2.48402 -0.07015 0.3607
H 0.47877 1.72610 0.99301 0.3593
H -0.90298 3.85927 0.22432 0.4887
H -1.58113 2.42103 0.99119 0.4633
H -3.42431 3.88229 -0.49818 0.4696
H -4.79682 3.44557 -2.52969 0.4092
H -3.94614 1.80234 -4.21627 0.4192
H -1.79596 0.64821 -3.75336 0.2493
H 1.06452 5.19989 -2.03900 0.3822
N -0.21753 -6.65981 3.22711 -0.5922
C 0.31683 -5.57455 2.52616 1.1822
C -0.51959 -4.69715 1.83685 -0.9799
C 0.00411 -3.60471 1.17225 -0.3755
C 1.37189 -3.37841 1.20205 -0.3777
C 2.21579 -4.23163 1.89283 -0.3509
C 1.69229 -5.32990 2.54806 -0.8146
S 2.03659 -1.98644 0.34702 1.7249
O 1.31424 -1.96588 -0.94954 -0.6824
O 3.46180 -2.13622 0.28640 -0.8346
N 1.51814 -0.60320 0.95386 0.0188
C 1.41810 -0.41401 2.28453 0.1443
N 0.78189 0.71877 2.67035 -0.3859
C 0.60968 0.89234 3.96671 -0.1709
C 1.05652 -0.01008 4.92186 -0.8863
C 1.74403 -1.10460 4.42990 -0.1271
N 1.94567 -1.31093 3.13844 -0.4985
H -1.11961 -6.95956 2.89158 0.2452
H 0.41546 -7.43654 3.33487 0.2262
H -1.58935 -4.86644 1.80692 0.3754
H -0.67436 -2.95429 0.63515 0.4644
H 3.27707 -4.02594 1.91265 0.4868
H 2.34856 -6.00305 3.08777 0.2886
H 0.09742 1.80323 4.26292 0.4181
H 0.89546 0.14541 5.97799 0.3775
H 2.16756 -1.84608 5.10142 0.3952
O -2.68167 -2.47772 -0.08049 -0.6700
S -2.43419 -1.14275 -0.57242 1.1616
O -3.60716 -0.34484 -0.83725 -0.7125
O -1.47535 -0.39911 0.37272 -0.3698
O -1.52779 -1.19922 -1.81723 -0.6017
```

---

(2)
DFT (wB97M-V/def2-TZVPD) results for a structure of composition C23H20KN6O2S2.

Computed properties:
Net charge ... -1
Energy relative to the best compared isomer or geometry (same formula, charge and spin) ... 8.5 kcal per mole
HOMO-LUMO gap ... 6.524 eV
HOMO level ... -4.2299 eV
LUMO ... 2.3 eV

```
54
Properties=species:S:1:pos:R:3:mulliken_charge:R:1
K -1.18542 -1.94199 -0.82990 0.8420
N 3.40800 -3.76099 0.16762 -0.4348
C 2.11578 -3.29369 0.19917 0.1777
S 0.93090 -4.34215 -0.49258 -0.5707
N 2.00587 -2.13722 0.81873 -0.9534
N 0.73789 -1.64233 0.93780 0.4776
C 0.65062 -0.59782 1.68271 -0.0958
C 1.81771 0.02206 2.37358 -0.4599
C 2.75217 0.76454 1.65719 0.0760
C 3.80737 1.37871 2.30997 -0.7089
C 3.94693 1.25217 3.68636 -0.3332
C 3.02324 0.50926 4.40478 -0.7021
C 1.96018 -0.09697 3.75010 0.2504
C -0.66716 0.07606 1.84839 0.5891
C -0.73273 1.35514 2.40622 -0.7933
C -1.96203 1.97857 2.52323 -0.5701
C -3.09579 1.31547 2.08622 -0.6313
C -2.93468 0.05048 1.54216 -0.4071
N -1.76479 -0.56154 1.42839 -0.0599
H 3.59768 -4.48046 -0.50369 0.2244
H 4.12268 -3.07548 0.35720 0.2428
H 2.64423 0.84761 0.58347 0.5216
H 4.52635 1.95692 1.74291 0.3873
H 4.77341 1.73223 4.19516 0.3791
H 3.12606 0.40184 5.47759 0.3792
H 1.23223 -0.67089 4.31156 0.4243
H 0.17067 1.85511 2.72260 0.4139
H -2.02860 2.97619 2.93845 0.4100
H -4.07801 1.76376 2.14107 0.3907
H -3.79369 -0.50036 1.17029 0.5071
N -1.26707 -4.89276 1.96469 -0.0063
C -1.74324 -4.00214 2.89566 -0.4779
C -2.85421 -3.45092 2.33723 -0.2492
N -3.05702 -3.95748 1.07183 -0.5691
C -2.08933 -4.82277 0.89662 -0.4261
H -0.34196 -5.28592 1.92442 0.3041
H -1.24353 -3.82823 3.83204 0.4283
H -3.49884 -2.69777 2.75723 0.4734
H -1.90269 -5.38956 -0.00089 0.5072
O 0.84227 4.80877 -6.97050 -0.4918
C -0.42361 4.32779 -6.82117 0.6539
O -1.24146 4.60332 -7.66035 -0.6042
C -0.67773 3.45260 -5.65625 0.8167
C -1.97379 2.95590 -5.47840 -0.4855
C -2.28637 2.15029 -4.40666 -0.5128
C -1.32586 1.79151 -3.44178 0.0104
S -1.71893 0.79438 -2.08432 -0.4568
C -0.02087 2.28212 -3.64184 -0.9923
C 0.29208 3.08792 -4.71460 -0.5017
H 1.38226 4.50452 -6.23515 0.2841
H -2.73063 3.22470 -6.20340 0.3937
H -3.29607 1.77915 -4.28619 0.3580
H 0.74408 2.01275 -2.92525 0.4458
H 1.32543 3.41761 -4.78974 0.1254
```

---

(3)
DFT (wB97M-V/def2-TZVPD) results for the ion C23H20N3O2 with charge -1 at a distorted geometry.

Computed properties:
Net charge ... -1
SMILES string ... N#C[NH2+]C(=C1C([O-])=c2ccccc2=C1[O-])c1cc2c3c(c1)CCCN3CCC2
HOMO-LUMO gap ... 3.921 eV
HOMO level ... -1.3192 eV
LUMO ... 2.6 eV

```
48
Properties=species:S:1:pos:R:3:mulliken_charge:R:1
C 5.97465 -2.02030 -1.15380 -0.3116
C 4.57684 -2.03164 -1.05467 -0.5380
C 3.94700 -0.99222 -0.35970 0.2629
C 4.69213 0.08084 0.14458 -0.1100
C 6.08574 0.09636 0.00357 -0.3894
C 6.75212 -0.96913 -0.62117 -0.5183
C 3.79699 1.20284 0.54453 0.2955
O 4.08232 2.32697 0.98644 -0.8566
C 2.42079 0.76819 0.28685 0.0857
C 1.28591 1.46460 0.57162 -0.0950
C -0.08213 0.97565 0.56157 0.3579
C -0.37038 -0.34993 0.96831 -1.8756
C -1.61706 -0.90279 0.70895 1.3231
C -2.66522 -0.13678 0.10565 -0.0934
N -3.85235 -0.71569 -0.27600 0.1938
C -4.24342 -1.96763 0.33894 -0.6939
C -3.06641 -2.95080 0.38923 -0.8665
C -1.85449 -2.33405 1.08435 -0.8360
C -4.95247 0.12443 -0.69976 -0.6604
C -4.46828 1.21741 -1.63132 -0.9034
C -3.35771 2.03502 -0.99366 -0.8941
C -2.34846 1.18934 -0.30058 0.8485
C -1.11290 1.75432 -0.00693 -1.0871
C 2.51673 -0.64334 -0.28501 0.0630
O 1.62920 -1.42329 -0.67780 -0.7871
H 6.46368 -2.83005 -1.68841 0.3408
H 3.95716 -2.78308 -1.54236 0.3997
H 6.66353 0.94369 0.35540 0.3932
H 7.84890 -0.98998 -0.75098 0.3291
H 1.10487 3.26768 0.07720 0.3712
H 0.34552 -0.95349 1.55158 0.4683
H -4.61149 -1.79853 1.37175 0.2988
H -5.07768 -2.36653 -0.25185 0.4116
H -3.41446 -3.86862 0.88085 0.3779
H -2.80973 -3.23952 -0.63958 0.3007
H -0.98347 -2.92267 0.78765 0.3236
H -1.95857 -2.47347 2.17338 0.2967
H -5.67392 -0.54619 -1.17333 0.4049
H -5.44243 0.56332 0.18429 0.2994
H -4.10472 0.75093 -2.55091 0.2942
H -5.33242 1.81846 -1.91025 0.3807
H -2.86733 2.58189 -1.79834 0.3617
H -3.79903 2.81749 -0.35574 0.3063
H -0.91919 2.79494 -0.29443 0.2023
N 1.24803 2.82300 1.10466 0.1973
C 2.29627 3.54519 1.67995 0.4499
N 2.80429 4.39767 2.30200 -0.6084
H 0.49305 2.66950 1.85323 0.4860
```

---

(4)
DFT (wB97M-V/def2-TZVPD) results for an isolated molecule of C23H20N4OS at a distorted geometry.

Computed properties:
Energy relative to the best compared isomer or geometry (same formula, charge and spin) ... 54.6 kcal per mole
SMILES string ... Cc1cc(C)nc(/N=C/[C@@H](C#N)C(=O)c2cccc(CSc3ccccc3)c2)n1
HOMO-LUMO gap ... 8.387 eV
HOMO level ... -8.9926 eV
LUMO ... -0.6 eV

```
49
Properties=species:S:1:pos:R:3:mulliken_charge:R:1
N 2.87440 -3.20611 -1.73086 -0.5168
O 1.59214 -0.36163 -4.85776 -0.6204
C 2.78512 -2.14098 -2.17081 -0.0361
N 2.73083 1.50852 -1.91602 -0.5043
N 2.25000 2.00298 0.35122 -0.3055
N 2.81290 3.68589 -1.20318 -0.6265
S -2.12449 -0.97576 0.93656 -0.0714
C 1.39672 -0.69307 -3.65738 0.1724
C 2.41515 0.27769 -1.68384 -0.7092
C 2.59934 2.42865 -0.88661 0.2492
C 2.16915 2.93183 1.30363 0.5370
C 2.76104 4.62336 -0.23139 0.8070
C 2.41066 4.25978 1.04474 -0.5409
C -3.64450 -3.21393 4.64822 -0.3844
C -2.27538 -3.10433 4.35117 -0.4824
C -4.58510 -2.60703 3.76497 -0.4364
C -2.30011 -1.58803 -3.82443 -0.6773
C -1.86266 -2.37988 3.23693 -0.2461
C -4.14321 -1.92913 2.60723 -0.3048
C -1.06394 -1.03485 -4.09874 -0.6307
C -2.51834 -2.16431 -2.55627 -0.6144
C -0.28210 -1.42824 -1.86609 0.2341
C -2.76156 -1.82606 2.34298 0.1365
C -0.01456 -1.04313 -3.18431 0.4993
C -1.51145 -2.04082 -1.55309 -0.1517
C 2.61566 -0.76380 -2.75228 0.7590
C 1.68468 2.51090 2.70072 -1.2321
C 2.98960 6.05858 -0.52771 -1.2521
C -1.72695 -2.49150 -0.11861 -0.9559
H 2.05635 -0.07079 -0.73300 0.7585
H 2.31503 5.08592 1.73994 0.3701
H -3.97256 -3.72554 5.55956 0.3656
H -1.52831 -3.57584 5.02126 0.3155
H -5.65073 -2.70767 4.00746 0.3296
H -3.04836 -1.69216 -4.60710 0.3652
H -0.80402 -2.22423 3.03053 0.3744
H -4.83206 -1.44648 1.88225 0.3546
H -0.87839 -0.67979 -5.10906 0.4573
H -3.43608 -2.68865 -2.32866 0.4258
H 0.43915 -1.32975 -1.06358 0.2715
H 3.53872 -0.54322 -3.32186 0.5087
H 0.70024 2.95148 2.85085 0.2945
H 2.34323 2.91281 3.49568 0.3470
H 1.61723 1.41324 2.77577 0.3102
H 3.56087 6.54179 0.26568 0.3803
H 2.05474 6.58697 -0.68324 0.2626
H 3.56960 6.10905 -1.43736 0.3920
H -2.51112 -3.24462 -0.04817 0.5542
H -0.80655 -2.96814 0.23406 0.4677
```

---

(5)
DFT (wB97M-V/def2-TZVPD) results for a structure of composition C23H20N6O3STi at a distorted geometry.

Computed properties:
Energy relative to the best compared isomer or geometry (same formula, charge and spin) ... 11.9 kcal per mole
HOMO-LUMO gap (alpha / beta) ... 5.036 / 5.025 eV
HOMO level (alpha / beta) ... -5.5646 / -5.5536 eV
LUMO (alpha / beta) ... -0.5 / -0.5 eV

```
54
Properties=species:S:1:pos:R:3:mulliken_charge:R:1
Ti 0.09319 0.08326 -0.28493 -0.3403
N -1.49038 -1.80899 3.27647 -0.5071
C -0.89633 -1.47522 2.09202 0.4557
S 0.44306 -0.34862 2.13037 -0.5030
N -1.31497 -2.07414 1.02211 -1.5841
N -0.76880 -1.63852 -0.15361 1.9813
C -0.98605 -2.37027 -1.27918 -0.0556
C -1.66404 -3.68608 -1.26337 -0.7304
C -2.96376 -3.81684 -0.77281 -0.1659
C -3.58896 -5.05309 -0.76851 -0.7213
C -2.92778 -6.17707 -1.24467 -0.4144
C -1.63267 -6.05849 -1.72518 -0.7718
C -1.00453 -4.82138 -1.73294 -0.0448
C -0.48383 -1.76936 -2.43247 1.0633
C -0.57741 -2.29433 -3.74967 -1.0922
C -0.01975 -1.61239 -4.78790 -0.5236
C 0.63297 -0.37516 -4.54213 -0.9208
C 0.66951 0.11308 -3.27068 -0.1074
N 0.12779 -0.54132 -2.20945 0.3599
H -1.35066 -1.17338 4.04000 0.2430
H -2.41526 -2.19816 3.19324 0.2487
H -3.46913 -2.93800 -0.39748 0.4731
H -4.59884 -5.14074 -0.38660 0.3743
H -3.42066 -7.14106 -1.24234 0.3873
H -1.10418 -6.93404 -2.08240 0.3763
H 0.01039 -4.72885 -2.10145 0.4214
H -1.10138 -3.22722 -3.90272 0.5099
H -0.07866 -2.00236 -5.79581 0.4399
H 1.07348 0.18919 -5.35193 0.4002
H 1.13533 1.06737 -3.05487 0.4695
C 2.48999 -2.32225 -0.04652 -0.6294
C 2.87745 -0.88593 -0.19813 0.7569
N 4.17626 -0.57834 -0.20255 -0.3706
O 2.03530 0.01123 -0.36440 -0.5052
H 3.32923 -2.95014 0.24618 0.4777
H 2.08209 -2.66602 -0.99939 0.1242
H 1.69876 -2.38769 0.69797 0.0137
H 4.87814 -1.27093 -0.02104 0.2096
H 4.44670 0.38929 -0.26572 0.2515
O -3.42552 0.64350 1.59914 -0.6137
C -2.77069 1.37348 0.90583 0.1325
N -1.59504 1.01929 0.24598 0.3698
C -1.08044 2.11261 -0.34219 0.7350
O 0.07036 1.99486 -0.86324 -0.6735
C -1.96908 3.26807 -0.20224 0.0667
C -1.92283 4.55988 -0.69038 -0.4175
C -2.97690 5.40503 -0.36778 -0.5533
C -4.02733 4.96459 0.43155 -0.4211
C -4.06073 3.66434 0.92876 -0.4472
C -3.02635 2.82023 0.59360 0.0046
H -1.09294 4.88768 -1.30252 0.4908
H -2.98528 6.41952 -0.74413 0.3967
H -4.83182 5.65072 0.66186 0.3994
H -4.87309 3.32941 1.56015 0.4817
```

---

| no. | E_tot (eV) |
| --- | --- |
| 1 | -106030.6208 |
| 2 | -75210.8321 |
| 3 | -32737.1526 |
| 4 | -43017.6303 |
| 5 | -73212.7887 |